Computed, not measured: a structure of composition C37H58BBrCsN10O3S5 at a distorted geometry, with ωB97M-V/def2-TZVPD.

Relative energy (zero: lowest compared OMol25 entry of this formula, charge and spin) (kcal per mole): 18.3
HOMO-LUMO gap (eV): 6.154
Highest occupied orbital energy (eV): -4.177
Total charge: -1
Multiplicity: 1

Cartesian coordinates (Å):
Cs (1.031, -0.117, 0.296)
C (-4.108, -2.009, 0.402)
C (-4.240, -1.504, 1.836)
C (-3.227, -2.246, 2.713)
C (-5.675, -1.802, 2.289)
N (-3.986, -0.048, 2.013)
C (-4.273, 0.554, 3.235)
C (-3.839, 1.819, 3.172)
N (-3.262, 2.018, 1.937)
B (-2.452, 3.310, 1.699)
N (-2.499, 3.734, 0.203)
C (-3.728, 4.167, -0.248)
C (-3.679, 4.270, -1.585)
N (-2.393, 3.918, -1.977)
C (-1.667, 3.580, -0.857)
S (-0.036, 3.090, -0.808)
C (-2.010, 3.645, -3.387)
C (-1.919, 2.128, -3.569)
C (-0.709, 4.365, -3.743)
C (-3.101, 4.173, -4.321)
N (-1.007, 3.299, 2.274)
C (-0.307, 4.487, 2.233)
C (0.922, 4.270, 2.718)
N (1.000, 2.927, 3.077)
C (-0.216, 2.334, 2.814)
S (-0.667, 0.728, 3.117)
C (2.277, 2.404, 3.634)
C (2.597, 3.206, 4.902)
C (3.369, 2.616, 2.576)
C (2.271, 0.926, 4.012)
C (-3.348, 0.863, 1.211)
S (-2.789, 0.663, -0.375)
H (-4.347, -3.077, 0.423)
H (-4.799, -1.503, -0.271)
H (-3.107, -1.874, 0.012)
H (-3.380, -3.324, 2.629)
H (-2.212, -2.012, 2.388)
H (-3.325, -1.959, 3.762)
H (-5.881, -2.861, 2.122)
H (-5.839, -1.602, 3.347)
H (-6.389, -1.215, 1.709)
H (-4.739, 0.024, 4.044)
H (-3.849, 2.599, 3.914)
H (-3.040, 4.192, 2.301)
H (-4.538, 4.349, 0.437)
H (-4.438, 4.573, -2.280)
H (-1.189, 1.701, -2.883)
H (-2.888, 1.676, -3.348)
H (-1.638, 1.892, -4.598)
H (0.128, 3.974, -3.172)
H (-0.517, 4.245, -4.813)
H (-0.807, 5.433, -3.531)
H (-4.033, 3.616, -4.212)
H (-3.297, 5.237, -4.167)
H (-2.756, 4.041, -5.346)
H (-0.748, 5.378, 1.820)
H (1.755, 4.940, 2.812)
H (2.704, 4.272, 4.701)
H (1.806, 3.072, 5.641)
H (3.535, 2.848, 5.330)
H (3.507, 3.669, 2.328)
H (4.318, 2.227, 2.947)
H (3.119, 2.086, 1.656)
H (1.511, 0.691, 4.752)
H (2.113, 0.267, 3.163)
H (3.260, 0.711, 4.426)
C (-1.224, -2.938, -5.975)
C (-2.340, -2.617, -4.983)
C (-1.881, -2.761, -3.564)
N (-1.074, -1.938, -2.997)
N (-0.745, -2.260, -1.706)
C (-1.315, -3.370, -1.308)
N (-1.200, -3.886, -0.061)
S (-2.322, -4.087, -2.534)
H (-1.564, -2.809, -7.004)
H (-0.878, -3.966, -5.854)
H (-0.372, -2.278, -5.808)
H (-3.202, -3.265, -5.156)
H (-2.686, -1.591, -5.116)
H (-0.363, -3.583, 0.480)
H (-1.467, -4.849, 0.051)
Br (5.431, -7.235, -0.306)
C (4.078, -5.997, -0.789)
C (3.419, -6.152, -1.999)
N (2.469, -5.314, -2.398)
C (2.148, -4.303, -1.591)
C (2.762, -4.067, -0.366)
C (3.763, -4.939, 0.042)
C (2.421, -2.852, 0.484)
O (3.286, -1.968, 0.549)
O (1.299, -2.857, 1.057)
H (3.673, -6.975, -2.659)
H (1.371, -3.630, -1.938)
H (4.290, -4.777, 0.973)
C (5.556, -2.856, -2.701)
C (5.079, -1.893, -3.783)
C (4.635, -0.548, -3.209)
S (3.031, -0.720, -2.388)
O (2.845, 0.480, -1.507)
C (1.924, -0.482, -3.811)
C (1.452, 0.956, -3.976)
C (2.515, 1.934, -4.454)
H (5.749, -3.850, -3.108)
H (4.813, -2.957, -1.907)
H (6.477, -2.494, -2.239)
H (4.254, -2.344, -4.346)
H (5.871, -1.714, -4.514)
H (4.583, 0.244, -3.955)
H (5.302, -0.224, -2.406)
H (1.074, -1.144, -3.637)
H (2.460, -0.840, -4.697)
H (1.049, 1.313, -3.025)
H (0.609, 0.933, -4.672)
H (3.280, 2.076, -3.689)
H (2.072, 2.913, -4.650)
H (2.999, 1.593, -5.376)